No. 1
Entry from the OMol25 dataset: C9H11N3S3 in the gas phase (ωB97M-V/def2-TZVPD).

Structure (ORCA input):
```
! wB97M-V def2-TZVPD RIJCOSX def2/J DEFGRID3
* xyz 0 3
C 2.95 1.43 0.07
C 0.55 -1.87 0.22
C -1.86 1.16 0.43
C 3.54 0.48 0.92
C 0.65 -2.40 -1.19
C -2.96 1.27 1.33
C -3.02 -0.61 -0.41
C 0.55 1.49 -0.73
C 1.03 0.09 -0.63
N 1.90 1.17 -0.68
N 0.83 -0.68 0.45
N -1.91 0.25 -0.48
S -0.38 2.03 0.74
S 0.75 -0.89 -2.20
S -4.20 0.16 0.70
H 3.48 2.45 -0.07
H 0.35 -2.56 1.10
H 3.44 -0.60 0.95
H 4.42 0.76 1.49
H 1.62 -2.95 -1.37
H -0.18 -3.06 -1.44
H -2.53 0.78 2.36
H -3.32 2.29 1.61
H -3.33 -0.50 -1.49
H -2.62 -1.56 -0.01
H 0.27 1.88 -1.67
*
```

Computed properties:
HOMO-LUMO gap (alpha / beta): 5.202 / 5.102 eV
Strongest force on any atom: 9.43 eV Å⁻¹
HOMO (alpha / beta): -4.591 / -8.336 eV
E_LUMO (alpha / beta): 0.61 / -3.23 eV
Expectation value of S²: 2.02

=====

No. 2
Entry from the OMol25 dataset: C22H21FN8O3 in the gas phase (ωB97M-V/def2-TZVPD).

Structure (ORCA input):
```
! wB97M-V def2-TZVPD RIJCOSX def2/J DEFGRID3
* xyz 0 1
C 1.29 2.36 -4.11
C 0.90 1.83 -2.74
C 0.81 2.97 -1.71
C 0.25 2.52 -0.42
C -1.05 2.53 0.05
C -2.29 2.98 -0.63
O -2.51 4.11 -0.99
N -3.18 1.96 -0.83
N -2.82 0.70 -0.59
C -3.64 -0.26 -0.72
C -3.26 -1.63 -0.47
C -4.26 -2.59 -0.30
C -3.94 -3.90 0.00
C -2.62 -4.27 0.12
C -1.61 -3.35 -0.07
C -1.91 -2.03 -0.39
O -0.98 -1.07 -0.65
C 0.39 -1.41 -0.67
C 1.01 -1.55 0.70
C 0.29 -1.27 1.85
C 0.89 -1.37 3.10
C 2.22 -1.73 3.17
F 2.82 -1.79 4.38
C 2.97 -2.01 2.03
C 2.35 -1.92 0.80
N -1.05 2.02 1.31
N 0.13 1.71 1.64
N 0.95 1.98 0.61
C 2.28 1.64 0.70
N 3.10 1.49 -0.30
O 4.28 1.12 0.22
N 4.22 1.02 1.57
C 3.00 1.34 1.92
N 2.51 1.44 3.17
H 2.25 2.87 -4.06
H 1.36 1.55 -4.82
H 0.54 3.07 -4.47
H -0.06 1.32 -2.79
H 1.66 1.12 -2.40
H 1.81 3.38 -1.55
H 0.16 3.76 -2.10
H -4.10 2.19 -1.20
H -4.69 -0.08 -1.00
H -5.29 -2.29 -0.38
H -4.73 -4.63 0.14
H -2.36 -5.29 0.37
H -0.58 -3.66 0.04
H 0.57 -2.32 -1.26
H 0.87 -0.57 -1.19
H -0.74 -0.97 1.78
H 0.34 -1.16 4.00
H 4.01 -2.27 2.12
H 2.91 -2.12 -0.10
H 3.05 1.04 3.91
H 1.50 1.47 3.24
*
```

Computed properties:
HOMO-LUMO gap: 8.725 eV
Strongest force on any atom: 1.94 eV Å⁻¹
HOMO: -8.466 eV
SMILES: CCCc1c(C(=O)N/N=C/c2ccccc2OCc2ccc(F)cc2)nnn1-c1nonc1N
E_LUMO: 0.26 eV

=====

No. 3
Entry from the OMol25 dataset: C3H8N2O in the gas phase (ωB97M-V/def2-TZVPD).

Structure (ORCA input):
```
! wB97M-V def2-TZVPD RIJCOSX def2/J DEFGRID3
* xyz 0 1
C -2.41 0.30 0.13
N -1.11 -0.12 0.62
C -0.04 -0.12 -0.24
O -0.14 0.08 -1.44
N 1.18 -0.34 0.41
C 2.37 -0.01 -0.35
H -2.50 1.39 0.06
H -3.18 -0.09 0.80
H -2.55 -0.11 -0.87
H -0.87 0.13 1.57
H 1.22 -1.22 0.90
H 3.25 -0.39 0.17
H 2.34 -0.40 -1.38
H 2.46 1.08 -0.41
*
```

Computed properties:
HOMO-LUMO gap: 10.447 eV
Energy relative to the best compared isomer or geometry (same formula, charge and spin): 38.7 kJ/mol
Strongest force on any atom: 0.39 eV Å⁻¹
HOMO: -9.509 eV
SMILES: CNC(=O)NC
E_LUMO: 0.94 eV

=====

No. 4
Entry from the OMol25 dataset: a molecular structure, C17H20ClHfO3P (ωB97M-V/def2-TZVPD).

Structure (ORCA input):
```
! wB97M-V def2-TZVPD RIJCOSX def2/J DEFGRID3
* xyz 4 1
C 3.63 0.05 1.88
C 4.32 1.10 0.98
C 3.39 2.05 0.29
C 2.18 1.45 -0.60
C 2.55 0.18 -1.35
C 1.18 -0.49 -1.86
C 0.91 -1.86 -1.19
C -0.42 -1.91 -0.44
C -1.30 -2.91 -0.53
C -2.60 -2.86 0.23
O -3.17 -3.82 0.72
C -3.19 -1.47 0.35
C -4.55 -1.26 0.38
C -5.02 0.05 0.45
C -4.14 1.10 0.50
C -2.75 0.87 0.50
P -1.56 2.27 0.55
O -2.33 3.54 1.08
Cl -1.13 2.63 -1.41
C -2.31 -0.42 0.44
C -0.81 -0.77 0.48
O -0.05 -0.19 1.22
H 4.20 -0.89 1.74
H 3.70 0.27 2.95
H 2.60 -0.15 1.56
H 5.01 0.61 0.27
H 4.99 1.71 1.64
H 3.96 2.72 -0.38
H 2.90 2.67 1.06
H 1.94 2.20 -1.37
H 1.29 1.40 0.05
H 3.08 -0.56 -0.76
H 3.14 0.36 -2.25
H 1.30 -0.67 -2.94
H 0.32 0.19 -1.78
H 1.71 -2.09 -0.47
H 0.92 -2.66 -1.94
H -1.11 -3.77 -1.17
H -5.23 -2.14 0.38
H -6.10 0.23 0.48
H -4.53 2.11 0.56
H -1.77 4.33 0.93
Hf -5.16 -3.25 -1.21
*
```

Computed properties:
HOMO-LUMO gap: 3.025 eV
Strongest force on any atom: 2.22 eV Å⁻¹
HOMO: -20.772 eV
E_LUMO: -17.75 eV

=====

Question: The lowest strongest force on any atom belongs to which entry?
Answer: C3H8N2O

=====

Question: Which of these has the highest strongest force on any atom?
Answer: C9H11N3S3